Record 1
This record from the OMol25 dataset describes 2 unconnected molecules or ions with the total composition C5H14NO2. The level of theory is the ωB97M-V functional and the def2-TZVPD basis.

```
! RIJCOSX wB97M-V def2-TZVPD def2/J DEFGRID3
* xyz 2 2
O -1.19 1.35 2.85
O 2.37 1.00 -0.97
N 1.36 -0.92 -2.24
C -1.78 -0.01 0.85
C -0.78 -1.15 1.00
C 0.61 -1.50 -1.13
C 0.24 -0.89 -0.03
C -1.27 1.39 1.39
H -0.29 1.52 0.98
H 2.37 -1.22 -2.15
H -0.41 -1.33 1.91
H -1.95 2.20 1.07
H -1.90 0.37 -0.34
H 3.35 1.29 -1.15
H 0.60 0.29 0.17
H 0.49 -2.55 -1.38
H -1.45 -2.08 0.75
H 2.00 1.93 -1.06
H -2.10 1.77 3.13
H -2.67 -0.40 1.41
H 1.51 0.03 -1.84
H 0.88 -1.09 -3.22
*
```

Calculated values
energy above the lowest of the compared OMol25 structures with the same formula, charge and spin	227.51	kJ/mol
HOMO level (alpha / beta)	-18.39 / -18.36	eV
Kohn-Sham gap (alpha / beta)	11.91 / 5.54	eV

---

Record 2
This record from the OMol25 dataset describes 7 unconnected molecules or ions with the total composition C45H61BN9O5PS3. The level of theory is the ωB97M-V functional and the def2-TZVPD basis.

```
! RIJCOSX wB97M-V def2-TZVPD def2/J DEFGRID3
* xyz 0 1
S -1.96 3.54 2.71
S -2.37 0.12 0.50
S 0.69 0.91 -0.98
P 2.79 -1.67 1.99
O 1.09 2.06 -1.74
O 2.45 -0.71 -2.68
O -0.19 0.04 -1.72
O 2.87 2.18 0.52
O -0.11 1.44 0.31
N -0.79 1.02 2.51
N -5.40 1.44 -2.19
N 7.86 -0.53 -0.08
N -0.52 -2.27 -7.10
N -4.58 -2.73 2.19
N 1.55 5.74 -3.27
N -9.16 2.44 -1.89
N 3.21 -2.40 -1.14
N 1.03 -3.87 5.54
C 1.10 6.98 -3.44
C 10.06 -0.02 0.71
C 8.77 0.34 0.34
C 0.22 -0.84 1.30
C 10.42 -1.35 0.64
C 0.65 4.80 -2.95
C 0.52 -0.81 -5.51
C -3.21 1.89 -3.06
C 0.50 -1.52 -6.70
C -9.90 1.36 -2.13
C -0.23 7.34 -3.31
C 0.29 -5.08 7.94
C -11.94 2.59 -1.98
C -11.18 3.72 -1.73
C 0.90 -5.20 5.65
C -11.29 1.38 -2.19
C 0.79 -3.15 6.64
C -0.67 0.41 1.13
C -0.87 -3.20 1.35
C 1.71 -0.42 1.13
C -9.80 3.59 -1.69
C 4.55 -1.07 2.03
C -4.08 1.27 -2.18
C 0.53 -5.85 6.81
C -0.59 -0.89 -4.68
C 2.13 0.02 -0.30
C 3.26 1.07 -0.25
C 8.22 -1.81 -0.15
C -1.58 -2.34 -6.29
C 5.36 -1.95 3.01
C -3.75 2.74 -4.02
C -5.12 2.93 -4.05
C 2.26 -1.56 3.77
C -3.12 -2.83 2.39
C -5.90 2.26 -3.11
C -1.25 2.16 2.52
C 0.43 -3.70 7.86
C -1.66 -1.67 -5.07
C -2.41 -3.31 1.13
C 2.40 -0.11 4.32
C 3.30 3.42 -0.02
C 9.48 -2.27 0.19
C -1.15 6.35 -2.99
C -0.14 -2.11 0.50
C -0.70 5.06 -2.80
B 2.59 -1.09 -1.38
H 0.44 -6.92 6.84
H -2.72 -2.74 0.26
H 9.72 -3.33 0.12
H -2.54 -1.76 -4.46
H -0.54 8.37 -3.46
H 5.03 -1.15 1.05
H -2.67 -4.36 0.97
H 2.69 -2.98 -0.49
H -3.13 0.22 1.61
H 0.77 -2.61 0.16
H -5.58 3.58 -4.78
H 0.91 -2.08 6.53
H 5.73 -1.37 3.86
H -2.14 1.71 -3.00
H 7.46 -2.50 -0.51
H -0.70 -3.05 2.42
H 4.20 0.62 0.09
H 1.24 -1.94 3.87
H 0.01 -5.55 8.88
H 2.81 0.60 3.60
H -11.84 0.47 -2.40
H 4.37 3.59 0.14
H -6.98 2.38 -3.10
H 0.14 -1.11 2.35
H -4.97 -2.04 2.82
H -9.17 4.45 -1.50
H 1.85 7.72 -3.70
H 2.77 4.20 0.52
H 10.76 0.73 1.05
H -4.80 -2.49 1.24
H 3.45 1.40 -1.28
H 1.10 -5.76 4.74
H -0.61 -0.36 -3.74
H -3.69 0.60 -1.42
H 2.48 -1.52 -3.22
H -2.73 -1.85 2.70
H 4.11 -2.25 -0.70
H -0.44 -4.17 1.10
H 4.75 -2.77 3.39
H 1.34 -1.48 -7.39
H 3.05 3.53 -1.08
H -2.94 -3.54 3.20
H -9.35 0.44 -2.28
H 6.23 -2.40 2.53
H 1.04 3.79 -2.81
H 11.41 -1.67 0.92
H 1.38 -0.21 -5.24
H -1.38 4.26 -2.55
H 0.25 -3.07 8.72
H -0.75 -1.93 -0.39
H -2.20 6.60 -2.88
H 1.45 0.30 4.68
H 3.08 -0.10 5.18
H 2.88 -2.21 4.37
H -13.02 2.64 -2.02
H 4.57 -0.01 2.30
H 8.45 1.37 0.39
H 1.78 0.50 1.74
H -11.65 4.68 -1.56
H -3.10 3.24 -4.73
H -2.40 -2.96 -6.63
*
```

Calculated values
energy above the lowest of the compared OMol25 structures with the same formula, charge and spin	58.78	kJ/mol
HOMO level	-8.06	eV
SMILES string	CCP(CC)[C@@H]1[C@H](CCCCN)[C@@](S)(N=C=S)OS(=O)(=O)[C@]1(COC)B(N)O.c1ccncc1.c1ccncc1.c1ccncc1.c1ccncc1.c1ccncc1.c1ccncc1
Kohn-Sham gap	8.08	eV

---

Record 3
This record from the OMol25 dataset describes a molecular structure, C2H4AgO3. The level of theory is the ωB97M-V functional and the def2-TZVPD basis.

```
! RIJCOSX wB97M-V def2-TZVPD def2/J DEFGRID3
* xyz 0 2
Ag -0.79 -0.24 -0.68
O -1.45 -2.15 -0.62
O -0.79 1.12 0.66
O 1.11 0.28 -1.02
C 1.60 1.01 -0.09
C 0.50 1.60 0.80
H -0.88 -2.94 -0.70
H 0.57 2.70 0.62
H -2.31 -2.44 -0.29
H 0.90 1.47 1.84
*
```

Calculated values
HOMO level (alpha / beta)	-7.91 / -7.75	eV
Kohn-Sham gap (alpha / beta)	7.72 / 6.90	eV

---

Record 4
This record from the OMol25 dataset describes a gas-phase ion, C8H5N4O2 (charge -1). The level of theory is the ωB97M-V functional and the def2-TZVPD basis.

```
! RIJCOSX wB97M-V def2-TZVPD def2/J DEFGRID3
* xyz -1 1
O 2.53 -2.99 0.19
O 0.82 -3.90 -1.04
N -2.00 1.26 2.15
N 1.54 -0.79 -1.72
N -1.45 0.01 2.28
N 0.41 1.22 -1.55
C 1.55 -0.39 -0.31
C 0.85 -1.59 -0.72
C 0.67 0.76 -0.21
C 0.82 0.27 -2.31
C 1.50 -3.00 -0.47
C -0.20 1.01 0.85
C -0.35 -0.23 1.57
C -1.26 1.87 1.22
H -1.33 2.88 0.84
H -2.06 -0.68 2.63
H 2.45 -0.45 0.39
H 0.67 0.23 -3.47
H -0.33 -1.65 -0.63
*
```

Calculated values
energy above the lowest of the compared OMol25 structures with the same formula, charge and spin	50.63	kJ/mol
HOMO level	-4.60	eV
Kohn-Sham gap	6.70	eV

---

Record 5
This record from the OMol25 dataset describes a molecular structure, C10H27CaINO8S. The level of theory is the ωB97M-V functional and the def2-TZVPD basis.

```
! RIJCOSX wB97M-V def2-TZVPD def2/J DEFGRID3
* xyz -1 1
I 3.52 0.03 -0.61
Ca 0.53 -0.31 -0.50
S -2.80 -0.01 0.50
O 0.10 1.84 -1.00
O -3.57 1.09 -0.10
O -2.17 0.44 1.80
O 0.66 -1.21 -2.73
O -1.66 -0.33 -0.46
O 0.47 -2.56 0.01
O -3.58 -1.22 0.77
O 0.83 2.12 4.45
N 0.46 0.86 1.54
C 0.49 0.80 4.05
C 1.34 -3.68 -0.18
C -0.47 -1.67 -3.50
C -0.46 2.29 -2.21
C -0.41 -1.09 -4.89
C -0.07 2.78 0.08
C 0.72 2.27 1.25
C 0.22 2.48 5.66
C -0.46 -3.18 -3.55
C 1.17 0.44 2.75
H 0.62 3.44 5.96
H -0.48 -3.65 -2.57
H -0.26 -0.01 -4.85
H 1.44 -1.15 -3.30
H -1.14 2.80 0.30
H 0.58 2.89 2.15
H -0.14 1.60 -3.00
H 0.40 -3.58 -4.10
H 1.21 -0.66 2.73
H -0.57 0.81 1.78
H -1.55 2.30 -2.14
H -0.07 3.28 -2.48
H 0.43 -1.51 -5.45
H -1.37 -1.34 -2.99
H 2.23 0.73 2.70
H -1.32 -1.28 -5.45
H 0.78 0.09 4.84
H -0.12 -2.72 0.75
H 1.83 -3.93 0.76
H 0.31 3.75 -0.25
H 0.76 -4.54 -0.54
H -0.87 2.57 5.56
H -1.35 -3.56 -4.05
H 1.80 2.40 1.04
H -0.59 0.71 3.92
H 0.43 1.73 6.44
H 2.11 -3.36 -0.87
*
```

Calculated values
energy above the lowest of the compared OMol25 structures with the same formula, charge and spin	0.00	kJ/mol
HOMO level	-4.60	eV
Kohn-Sham gap	7.03	eV

---

no.,molecular weight (g/mol),E (eV)
1,120.17,-10974.45557
2,946.03,-113772.66272
3,183.92,-12275.30136
4,189.15,-18428.74120
5,488.37,-66058.88591